Entry 1:
The following is a DFT calculation (ωB97M-V/def2-TZVPD) of a structure of composition C56H113N6O18 at a distorted geometry.

Properties
**Lowest unoccupied orbital energy**: -4.99 eV
**Highest occupied orbital energy**: -7.8 eV
**Gap between HOMO and LUMO**: 2.8 eV
**Total charge**: +1

Each line ends with the Löwdin charge.
Geometry (Å):
C1 1.80 -3.07 6.56  -0.004
C2 0.47 -2.68 5.89  -0.417
C3 -0.73 -3.18 6.68  -0.122
C4 -1.07 -2.45 8.01  -0.135
C5 -1.37 -0.97 7.69  -0.098
C6 -0.18 -0.30 6.93  -0.404
N1 0.47 -1.14 5.92  0.062
O1 1.41 -0.61 5.32  0.198
C7 0.91 0.12 7.98  0.024
C8 -0.83 0.91 6.20  0.018
C9 0.41 -3.16 4.43  -0.006
H1 1.86 -2.67 7.57  0.073
H2 2.75 -2.97 6.04  0.096
H3 1.74 -4.15 6.68  0.102
H4 -0.84 -4.27 6.70  0.137
H5 -1.56 -2.92 6.01  0.120
H6 -0.12 -2.55 8.55  0.098
H7 -1.74 -3.14 8.50  0.122
H8 -1.56 -0.40 8.60  0.129
H9 -2.27 -0.91 7.08  0.122
H10 0.41 0.68 8.76  0.104
H11 1.73 0.74 7.62  0.099
H12 1.46 -0.74 8.37  0.071
H13 -0.05 1.33 5.57  0.087
H14 -1.27 1.71 6.80  0.116
H15 -1.73 0.61 5.67  0.072
H16 1.15 -2.84 3.70  0.083
H17 -0.50 -2.84 3.92  0.081
H18 0.40 -4.25 4.45  0.100
C10 -0.03 0.20 2.20  0.021
C11 -0.82 0.99 1.15  -0.368
C12 -0.28 2.39 0.90  -0.127
C13 1.02 2.42 0.22  -0.178
C14 1.07 1.77 -1.17  -0.087
C15 0.35 0.36 -1.23  -0.376
N2 -0.82 0.34 -0.25  0.053
O2 -1.77 -0.37 -0.40  0.264
C16 1.32 -0.72 -0.70  0.012
C17 -0.32 0.20 -2.56  -0.002
C18 -2.28 1.18 1.62  -0.018
H19 -0.61 -0.60 2.66  0.069
H20 0.15 0.80 3.10  0.098
H21 0.93 -0.16 1.83  0.070
H22 -0.22 3.07 1.75  0.122
H23 -0.95 2.85 0.17  0.135
H24 1.88 1.99 0.75  0.123
H25 1.31 3.46 0.09  0.131
H26 2.01 1.76 -1.72  0.116
H27 0.45 2.48 -1.71  0.081
H28 2.00 -1.00 -1.50  0.063
H29 0.91 -1.59 -0.19  0.095
H30 2.00 -0.26 0.01  0.074
H31 0.43 0.31 -3.35  0.075
H32 -0.98 1.05 -2.70  0.071
H33 -0.80 -0.78 -2.66  0.101
H34 -2.86 1.71 0.86  0.076
H35 -2.42 1.75 2.54  0.091
H36 -2.90 0.31 1.84  0.081
C19 3.14 -6.26 -0.45  0.004
C20 3.63 -4.96 0.07  -0.437
C21 3.52 -4.94 1.58  -0.118
C22 4.49 -5.86 2.34  -0.153
C23 5.93 -5.41 2.06  -0.119
C24 6.25 -5.38 0.54  -0.411
N3 5.12 -4.76 -0.27  0.079
O3 5.32 -4.47 -1.44  0.187
C25 6.47 -6.81 -0.06  0.007
C26 7.56 -4.57 0.40  0.000
C27 2.92 -3.72 -0.43  -0.014
H37 3.28 -7.09 0.24  0.091
H38 3.42 -6.48 -1.48  0.110
H39 2.06 -6.17 -0.58  0.107
H40 2.49 -5.25 1.79  0.138
H41 3.69 -3.94 1.99  0.131
H42 4.42 -6.92 2.08  0.103
H43 4.38 -5.84 3.43  0.120
H44 6.55 -6.23 2.44  0.130
H45 6.23 -4.44 2.44  0.130
H46 7.43 -7.23 0.26  0.101
H47 6.60 -6.86 -1.14  0.095
H48 5.72 -7.53 0.28  0.083
H49 8.18 -5.05 1.15  0.101
H50 7.39 -3.53 0.68  0.093
H51 7.94 -4.66 -0.62  0.091
H52 3.39 -2.80 -0.07  0.087
H53 1.87 -3.72 -0.14  0.106
H54 2.99 -3.53 -1.50  0.055
C28 4.06 1.98 -4.21  -0.074
C29 4.17 0.59 -4.83  -0.227
C30 3.24 -0.39 -4.14  -0.121
N4 3.49 -1.87 -4.45  -0.219
C31 4.81 -2.41 -3.75  0.063
C32 2.32 -2.64 -3.90  -0.094
C33 1.65 -3.33 -5.12  -0.112
C34 2.89 -3.55 -5.95  -0.164
C35 3.67 -2.25 -5.89  -0.105
H55 4.88 2.69 -4.36  0.085
H56 4.21 1.82 -3.13  0.076
H57 3.07 2.41 -4.26  0.056
H58 5.22 0.27 -4.76  0.110
H59 4.05 0.44 -5.90  0.103
H60 2.26 -0.18 -4.58  0.128
H61 3.19 -0.15 -3.07  0.115
H62 4.99 -3.48 -3.86  0.100
H63 4.73 -2.21 -2.68  0.097
H64 5.57 -1.78 -4.19  0.091
H65 2.71 -3.52 -3.40  0.103
H66 1.85 -2.00 -3.15  0.105
H67 1.11 -4.20 -4.73  0.102
H68 0.95 -2.75 -5.72  0.125
H69 3.43 -4.43 -5.61  0.126
H70 2.65 -3.74 -6.99  0.127
H71 4.72 -2.16 -6.14  0.135
H72 3.12 -1.53 -6.50  0.133
C36 2.40 8.51 -6.06  -0.096
C37 1.37 7.79 -5.20  -0.229
C38 0.90 6.44 -5.75  -0.095
N5 -0.55 6.00 -5.41  -0.240
C39 -1.51 7.03 -5.96  0.024
C40 -0.81 5.81 -3.89  -0.032
C41 -0.47 4.30 -3.57  -0.128
C42 -0.12 3.60 -4.89  -0.140
C43 -0.77 4.54 -5.90  -0.078
H73 2.20 8.41 -7.13  0.078
H74 3.39 8.11 -5.84  0.081
H75 2.47 9.59 -5.95  0.084
H76 0.56 8.52 -5.19  0.097
H77 1.73 7.82 -4.17  0.118
H78 1.50 5.65 -5.29  0.126
H79 1.07 6.38 -6.82  0.133
H80 -1.35 7.97 -5.44  0.097
H81 -2.51 6.65 -5.74  0.106
H82 -1.44 7.13 -7.04  0.114
H83 -1.85 6.00 -3.66  0.132
H84 -0.23 6.61 -3.43  0.125
H85 -1.24 3.83 -2.95  0.094
H86 0.48 4.24 -3.04  0.102
H87 -0.57 2.61 -4.85  0.120
H88 0.97 3.54 -4.98  0.093
H89 -1.85 4.43 -5.99  0.140
H90 -0.34 4.42 -6.89  0.131
C44 -9.25 0.66 -1.67  -0.094
C45 -9.48 1.39 -0.36  -0.237
C46 -8.24 2.14 0.09  -0.120
N6 -8.14 2.23 1.60  -0.236
C47 -9.13 3.26 2.16  0.045
C48 -6.71 2.68 1.94  -0.117
C49 -5.94 1.48 2.39  -0.168
C50 -6.97 0.67 3.18  -0.132
C51 -8.25 0.92 2.40  -0.078
H91 -10.04 -0.03 -1.98  0.078
H92 -8.29 0.13 -1.62  0.082
H93 -9.11 1.32 -2.53  0.080
H94 -9.84 0.70 0.40  0.102
H95 -10.32 2.06 -0.60  0.112
H96 -8.09 3.11 -0.39  0.144
H97 -7.35 1.57 -0.19  0.118
H98 -8.82 3.41 3.20  0.105
H99 -10.01 2.64 2.11  0.098
H100 -9.10 4.16 1.56  0.111
H101 -6.76 3.36 2.80  0.130
H102 -6.19 3.18 1.13  0.129
H103 -5.02 1.75 2.90  0.122
H104 -5.63 0.94 1.49  0.111
H105 -7.04 1.05 4.20  0.123
H106 -6.53 -0.32 3.22  0.121
H107 -9.08 1.06 3.08  0.126
H108 -8.36 0.12 1.67  0.133
O4 -1.48 3.59 4.11  -0.014
C52 -0.62 4.46 4.78  -0.852
O5 -0.69 4.72 5.97  -0.021
O6 0.25 4.89 3.96  -0.093
H109 -0.87 3.77 3.36  0.026
O7 -1.07 -4.37 -3.66  0.052
C53 -0.35 -4.46 -2.50  -0.840
O8 -0.63 -3.69 -1.57  -0.050
O9 0.69 -5.18 -2.52  -0.078
H110 -1.65 -3.65 -3.39  0.100
O10 -3.07 2.47 -2.09  -0.035
C54 -4.19 1.66 -1.79  -0.809
O11 -4.79 1.78 -0.72  -0.022
O12 -4.25 0.73 -2.64  -0.041
H111 -2.99 1.82 -2.82  0.044
O13 4.16 0.19 1.75  0.053
C55 4.82 -0.23 0.65  -0.894
O14 4.83 0.44 -0.40  -0.044
O15 5.45 -1.31 0.87  -0.077
H112 4.82 -0.52 2.01  0.055
O16 -4.33 -0.35 4.64  0.025
C56 -3.74 -1.52 4.22  -0.839
O17 -4.31 -2.60 4.31  0.001
O18 -2.57 -1.29 3.79  -0.102
H113 -3.47 0.07 4.48  0.058

---

Entry 2:
The following is a DFT calculation (ωB97M-V/def2-TZVPD) of a structure of composition C56H114N6O20 at a distorted geometry.

Properties
**Lowest unoccupied orbital energy**: -4.87 eV
**Highest occupied orbital energy**: -6.2 eV
**Gap between HOMO and LUMO**: 1.3 eV
**Total charge**: 0

Each line ends with the Löwdin charge.
Geometry (Å):
C1 -4.78 -3.99 -4.18  -0.008
C2 -3.54 -4.08 -5.18  -0.406
C3 -3.14 -2.61 -5.52  -0.088
C4 -1.74 -2.60 -6.21  -0.167
C5 -0.71 -3.17 -5.33  -0.161
C6 -0.94 -4.61 -4.82  -0.390
N1 -2.45 -4.89 -4.49  0.163
O1 -2.84 -6.04 -3.68  0.145
C7 -0.12 -4.81 -3.49  0.009
C8 -0.59 -5.65 -5.87  -0.004
C9 -3.97 -4.92 -6.44  0.003
H1 -4.62 -3.23 -3.42  0.074
H2 -5.19 -4.90 -3.74  0.092
H3 -5.59 -3.49 -4.72  0.089
H4 -3.19 -2.06 -4.58  0.123
H5 -3.96 -2.20 -6.10  0.132
H6 -1.48 -1.55 -6.38  0.125
H7 -1.80 -3.15 -7.15  0.113
H8 -0.59 -2.49 -4.48  0.115
H9 0.25 -3.13 -5.86  0.129
H10 -0.61 -4.29 -2.67  0.078
H11 0.85 -4.31 -3.57  0.090
H12 0.00 -5.86 -3.24  0.096
H13 0.20 -5.31 -6.54  0.097
H14 -1.41 -5.96 -6.52  0.083
H15 0.03 -6.42 -5.40  0.098
H16 -4.14 -5.98 -6.24  0.098
H17 -3.16 -4.85 -7.17  0.065
H18 -4.83 -4.44 -6.90  0.100
C10 5.14 0.17 -2.55  0.009
C11 5.14 -0.42 -3.93  -0.441
C12 3.81 -1.04 -4.49  -0.131
C13 2.74 0.01 -4.75  -0.157
C14 3.31 0.99 -5.85  -0.127
C15 4.68 1.65 -5.61  -0.416
N2 5.58 0.57 -4.98  0.150
O2 6.95 1.07 -4.80  0.088
C16 4.45 2.79 -4.63  0.007
C17 5.38 2.26 -6.92  0.001
C18 6.21 -1.58 -4.02  -0.008
H19 6.01 0.82 -2.45  0.105
H20 5.40 -0.65 -1.87  0.111
H21 4.24 0.73 -2.30  0.074
H22 3.43 -1.71 -3.72  0.113
H23 3.83 -1.63 -5.41  0.127
H24 2.49 0.64 -3.89  0.106
H25 1.81 -0.45 -5.07  0.110
H26 2.47 1.65 -6.01  0.130
H27 3.30 0.45 -6.79  0.115
H28 5.32 3.43 -4.48  0.104
H29 4.06 2.43 -3.68  0.084
H30 3.84 3.51 -5.18  0.113
H31 4.81 3.03 -7.45  0.095
H32 5.59 1.47 -7.63  0.080
H33 6.35 2.66 -6.65  0.075
H34 5.79 -2.42 -3.46  0.095
H35 7.15 -1.28 -3.57  0.090
H36 6.30 -1.91 -5.06  0.089
C19 6.13 4.01 4.64  -0.073
C20 4.55 4.08 4.90  -0.184
C21 3.98 2.69 5.25  -0.114
N3 2.44 2.76 5.27  -0.193
C22 1.87 3.02 3.87  0.038
C23 1.88 3.76 6.34  -0.106
C24 0.46 3.29 6.52  -0.145
C25 0.50 1.73 6.41  -0.127
C26 1.87 1.44 5.82  -0.112
H37 6.43 3.65 3.65  0.069
H38 6.74 3.47 5.36  0.067
H39 6.55 5.02 4.63  0.062
H40 4.02 4.39 4.00  0.096
H41 4.30 4.83 5.65  0.098
H42 4.21 2.45 6.29  0.125
H43 4.31 1.91 4.56  0.120
H44 2.56 2.65 3.11  0.086
H45 1.57 4.06 3.76  0.109
H46 0.96 2.45 3.71  0.096
H47 1.83 4.81 6.06  0.128
H48 2.55 3.77 7.19  0.132
H49 -0.15 3.69 5.70  0.109
H50 -0.03 3.65 7.42  0.122
H51 -0.22 1.37 5.67  0.101
H52 0.21 1.23 7.34  0.113
H53 1.82 0.62 5.10  0.101
H54 2.51 1.05 6.61  0.128
C27 -7.46 4.39 2.09  -0.088
C28 -5.99 4.63 1.72  -0.190
C29 -5.78 6.12 1.21  -0.090
N4 -4.32 6.44 0.73  -0.222
C30 -4.22 7.99 0.58  0.032
C31 -3.99 5.80 -0.57  -0.084
C32 -2.60 5.06 -0.42  -0.105
C33 -2.58 4.79 1.09  -0.191
C34 -3.13 6.01 1.64  -0.120
H55 -8.12 5.01 1.48  0.067
H56 -7.69 4.65 3.12  0.076
H57 -7.75 3.35 1.93  0.079
H58 -5.59 3.98 0.95  0.108
H59 -5.37 4.52 2.61  0.103
H60 -6.04 6.86 1.97  0.122
H61 -6.41 6.46 0.39  0.122
H62 -3.30 8.17 0.03  0.108
H63 -4.16 8.36 1.60  0.100
H64 -5.13 8.28 0.05  0.103
H65 -3.84 6.63 -1.26  0.122
H66 -4.79 5.14 -0.90  0.137
H67 -1.69 5.62 -0.63  0.127
H68 -2.52 4.21 -1.10  0.102
H69 -1.53 4.60 1.31  0.125
H70 -3.13 3.90 1.40  0.099
H71 -2.41 6.81 1.83  0.132
H72 -3.41 5.86 2.68  0.134
C35 -0.66 -7.63 3.49  -0.074
C36 -0.96 -6.14 3.20  -0.224
C37 -0.33 -5.27 4.26  -0.090
N5 -0.45 -3.70 4.08  -0.183
C38 0.11 -3.22 2.67  0.041
C39 -1.89 -3.14 4.10  -0.081
C40 -2.20 -2.61 5.51  -0.142
C41 -0.86 -2.48 6.15  -0.169
C42 0.30 -2.88 5.15  -0.055
H73 0.33 -7.92 3.14  0.079
H74 -1.26 -8.39 3.00  0.080
H75 -0.84 -7.76 4.56  0.067
H76 -2.04 -6.01 3.27  0.105
H77 -0.75 -5.90 2.15  0.092
H78 0.73 -5.41 4.46  0.136
H79 -0.83 -5.54 5.19  0.129
H80 1.18 -3.38 2.75  0.098
H81 -0.04 -2.14 2.65  0.071
H82 -0.40 -3.78 1.89  0.094
H83 -2.08 -2.34 3.38  0.123
H84 -2.52 -3.99 3.83  0.119
H85 -2.48 -1.56 5.41  0.096
H86 -2.93 -3.13 6.13  0.122
H87 -0.64 -1.53 6.64  0.105
H88 -0.73 -3.24 6.92  0.102
H89 0.57 -1.93 4.68  0.109
H90 1.11 -3.43 5.63  0.132
C43 2.32 -2.93 -0.55  -0.089
C44 1.64 -1.72 -1.10  -0.245
C45 0.41 -1.42 -0.25  -0.088
N6 -0.30 -0.08 -0.65  -0.181
C46 -1.05 -0.14 -1.99  0.042
C47 0.68 1.15 -0.47  -0.055
C48 -0.16 2.33 -0.06  -0.145
C49 -1.12 1.69 0.92  -0.143
C50 -1.29 0.23 0.51  -0.068
H91 1.77 -3.84 -0.81  0.065
H92 2.31 -2.90 0.54  0.056
H93 3.34 -3.10 -0.89  0.083
H94 1.48 -1.79 -2.18  0.079
H95 2.37 -0.91 -1.08  0.095
H96 0.72 -1.21 0.78  0.091
H97 -0.31 -2.24 -0.30  0.126
H98 -1.33 0.89 -2.25  0.090
H99 -1.94 -0.76 -2.03  0.086
H100 -0.34 -0.65 -2.64  0.072
H101 0.93 1.25 -1.52  0.123
H102 1.48 0.79 0.17  0.129
H103 -0.76 2.80 -0.83  0.107
H104 0.46 3.15 0.31  0.114
H105 -2.11 2.15 0.90  0.091
H106 -0.71 1.83 1.92  0.112
H107 -2.28 0.12 0.09  0.126
H108 -1.32 -0.52 1.31  0.121
O3 -4.73 -3.54 -0.67  0.091
C51 -3.47 -3.41 -0.37  -0.915
O4 -2.63 -3.22 -1.24  -0.029
O5 -3.29 -3.53 0.87  -0.065
H109 -4.99 -3.30 0.22  0.099
O6 -2.67 3.90 -5.73  0.090
C52 -2.35 3.84 -4.48  -0.910
O7 -1.80 2.83 -3.99  -0.075
O8 -2.84 4.83 -3.84  -0.098
H110 -1.94 3.31 -5.92  0.085
O9 1.68 -5.69 1.06  0.031
C53 1.96 -6.95 0.70  -0.891
O10 3.13 -7.38 0.86  -0.060
O11 0.95 -7.64 0.43  -0.058
H111 0.79 -5.96 0.83  0.041
O12 -3.70 0.61 4.73  0.096
C54 -3.48 1.72 4.07  -0.973
O13 -3.97 1.78 2.94  -0.036
O14 -2.70 2.56 4.50  -0.038
H112 -4.03 0.43 3.85  0.059
O15 3.07 3.74 0.97  0.073
C55 3.32 3.69 -0.33  -0.935
O16 2.82 4.55 -1.14  -0.037
O17 4.05 2.86 -0.71  0.037
H113 3.62 2.96 1.09  0.087
O18 3.83 -0.37 3.98  0.051
C56 2.99 -0.86 3.02  -0.856
O19 1.95 -0.21 2.72  -0.064
O20 3.40 -1.82 2.38  0.006
H114 4.32 -1.16 3.73  0.080

---

What is the highest occupied orbital energy in the first record? -7.8 eV

---

lowest unoccupied orbital energy of number 2 (C56H114N6O20)? -4.87 eV

---

The lowest gap between HOMO and LUMO belongs to which entry? C56H114N6O20